Entry from the OMol25 dataset: a cluster of 3 separate species, C15H20F9N3O2S in total at a distorted geometry (ωB97M-V/def2-TZVPD).

Results
* SMILES string: O=C(O)NCCCCC(F)(F)C(F)(F)S(F)(F)(F)(F)F.c1cc[nH]c1.c1cc[nH]c1
* electronic energy: -2194.9876 Ha
* lowest unoccupied orbital energy: -3.1 eV
* HOMO energy: -8.227 eV
* charge: 0
* gap between HOMO and LUMO: 5.14 eV

Last column: Löwdin charge in e.
Atoms and positions in Å:
C1 -2.8760 -2.8797 5.1345  -0.142
C2 -3.7237 -1.8880 6.9670  -0.119
H1 -3.3694 -4.0977 6.8902  0.090
C3 -0.7015 -0.1785 1.1238  -0.184
C4 0.0312 1.3196 1.0258  -0.083
H2 3.7897 2.5618 -0.3071  0.142
F1 -2.6785 -1.7564 -2.0282  -0.191
F2 -0.0469 -0.5520 -1.3518  0.003
N1 5.1046 0.8653 -0.6298  0.013
C5 -3.3280 -3.1280 6.4113  -0.118
C6 5.3597 -0.5800 -0.2635  -0.320
H3 -0.5035 2.0382 1.7944  0.141
H4 2.6442 -0.4625 0.3702  0.115
H5 1.5322 0.4967 -7.3824  0.091
F3 -2.8842 1.1420 -0.1663  -0.177
N2 -0.4540 1.3758 -4.9407  0.002
C7 -1.1196 -0.8096 -0.3196  -0.213
H6 0.0420 2.7106 -7.8822  0.091
F4 -1.9692 0.5093 -2.2839  -0.230
H7 1.9586 2.4453 1.4782  0.125
F5 -1.1141 -2.3102 -0.1431  0.005
H8 -1.4676 3.1171 -5.6527  0.105
C8 0.0367 2.1138 -6.9793  -0.118
C9 -0.7396 2.3459 -5.8659  -0.142
O1 5.7736 -1.0401 0.9206  -0.019
H9 2.0526 0.8354 -0.8816  0.114
H10 -4.1286 -1.7189 7.9565  0.090
H11 4.9941 1.0156 -1.6565  0.129
F6 -4.2776 0.0425 -1.7552  -0.170
C10 -3.5006 -0.9206 6.0129  -0.145
C11 0.4882 0.5230 -5.4541  -0.143
H12 -2.4890 -3.5442 4.3736  0.106
H13 4.6678 -2.3939 -0.9826  0.133
C12 0.8135 0.9597 -6.7187  -0.117
F7 0.3879 -1.0822 1.6588  -0.017
S1 -2.7850 -0.3465 -0.9982  1.091
H14 -0.2102 1.7295 -0.0515  0.130
C13 2.5707 0.6871 0.1652  -0.179
N3 -2.9797 -1.5328 4.9028  0.002
H15 1.8866 0.8325 2.4476  0.136
H16 4.2874 1.7247 1.3071  0.138
C14 1.6245 1.3013 1.4003  -0.180
O2 5.1518 -1.5837 -1.3556  -0.031
C15 3.9975 1.4950 0.1865  -0.214
F8 -1.7687 -0.2276 2.1715  -0.011
H17 0.8466 -0.3187 -4.8765  0.104
H18 -0.8736 1.3005 -4.0231  0.113
H19 -3.6663 0.1484 6.0294  0.104
H20 -2.7143 -1.0641 4.0463  0.116
F9 -3.6724 -1.2205 0.1756  -0.164